{
  "formula": "C13H23BeClF3LiN3NaO16S2",
  "method": "the ωB97M-V functional and the def2-TZVPD basis",
  "max_force_ev_per_a": 7.04,
  "gap_ha": 0.1716,
  "total_energy_ha": -3617.1987,
  "e_lumo_ev": -2.27,
  "multiplicity": 1,
  "mol_weight_da": 672.86,
  "total_charge": 0,
  "species": ["O", "S", "O", "C", "C", "C", "N", "C", "C", "N", "H", "H", "H", "H", "H", "H", "H", "H", "H", "H", "H", "H", "H", "C", "C", "O", "S", "O", "O", "O", "H", "H", "H", "H", "O", "Cl", "O", "O", "O", "Li", "F", "Be", "F", "C", "O", "O", "O", "C", "C", "O", "C", "O", "O", "F", "H", "H", "H", "C", "C", "N", "H", "H", "H", "Na"],
  "positions_angstrom": [[1.7386, 3.1266, 0.9642], [1.8711, 1.8176, 0.2381], [3.1356, 1.1516, 0.7120], [0.4800, 0.7085, 0.6939], [-0.8601, 1.0036, -0.1548], [-1.9013, -0.1050, 0.2723], [-3.3326, 0.2676, 0.1154], [-3.5651, 1.5419, 0.8627], [-2.7618, 2.6625, 0.0300], [-1.2843, 2.4197, 0.1264], [2.0173, 1.9610, -1.1433], [0.8042, -0.3496, 0.4120], [0.2237, 0.7234, 1.7932], [-0.6105, 0.9055, -1.2534], [-1.7222, -0.9846, -0.4286], [-1.6298, -0.4852, 1.3067], [-3.8404, -0.4539, 0.6523], [-4.6827, 1.7519, 0.8289], [-3.1458, 1.5136, 1.9177], [-3.1491, 2.6442, -1.0384], [-3.1065, 3.6710, 0.4825], [-0.9326, 2.7985, 1.0238], [-0.8302, 3.0120, -0.6131], [3.6759, -0.6854, 5.0773], [4.2280, -0.8351, 3.6729], [3.7905, -2.1237, 3.2334], [2.3547, -2.4480, 3.9017], [1.3195, -2.1198, 2.9718], [2.4350, -3.7204, 4.5587], [2.3878, -1.2854, 5.0354], [4.2806, -1.2381, 5.8018], [3.6023, 0.3848, 5.4095], [5.3161, -0.7719, 3.6443], [3.8025, -0.0843, 3.0010], [0.3500, 3.4800, -2.1438], [-0.2202, 4.3989, -3.1171], [0.6469, 5.5242, -3.2939], [-1.5129, 4.8513, -2.6192], [-0.4085, 3.7146, -4.3730], [-2.5746, 4.6085, -0.9267], [2.9641, -3.2437, 1.2821], [-1.4543, 1.9641, -3.1443], [2.8895, 1.0344, 6.5861], [0.6085, -4.1385, -0.5256], [-0.3083, -4.8989, -0.2163], [0.5118, -2.8960, -0.6600], [1.7964, -4.4883, -0.7346], [3.6011, -2.6944, -4.7585], [2.6998, -3.8754, -4.9512], [1.6458, -3.6227, -4.0438], [1.5654, -2.2694, -3.9384], [0.6354, -1.6889, -3.4769], [2.6782, -1.6604, -4.4328], [3.3167, -5.0260, -4.5914], [4.3010, -2.8315, -3.9304], [4.1652, -2.4481, -5.6583], [2.2970, -3.9746, -5.9632], [-7.8917, 1.1759, -0.6551], [-6.9580, 0.6498, 0.3802], [-6.2305, 0.2399, 1.1868], [-7.3639, 1.8673, -1.3123], [-8.2874, 0.3516, -1.2484], [-8.7185, 1.6997, -0.1751], [5.1475, -2.1787, 7.3470]],
  "atomic_forces_ev_per_a": [[-1.56, -1.92, -2.43], [4.97, 0.38, 4.97], [-3.22, 0.86, -1.97], [-1.39, -0.80, -1.69], [1.50, -2.10, 0.82], [0.62, -0.95, -0.67], [0.65, 0.72, 1.69], [0.36, 0.32, -1.14], [-2.67, -0.43, 1.10], [-0.60, 1.54, -0.72], [-0.87, -0.16, 0.74], [-0.22, 1.20, 0.43], [0.94, 0.37, -1.01], [-0.62, 0.43, 1.17], [0.04, 1.08, 0.89], [-0.42, 0.60, -0.89], [0.00, 0.41, -0.66], [1.75, -0.01, 0.32], [-0.65, 0.17, -0.92], [0.95, -0.53, 0.87], [0.98, -1.33, 0.13], [0.09, -0.59, -0.24], [0.31, -0.53, 0.20], [0.43, 0.70, -1.48], [-0.37, 0.01, 0.23], [-0.27, -0.29, 0.97], [0.48, 0.33, -1.21], [0.02, -0.15, 1.22], [-0.14, 0.52, -0.25], [0.06, -0.34, -0.50], [0.33, -0.22, 0.08], [-0.45, -0.57, 0.59], [-0.06, -0.22, -0.12], [0.06, 0.05, 0.10], [-0.35, -0.20, 0.45], [2.52, 1.75, -1.39], [-0.81, -0.75, 0.33], [-1.19, 0.08, 1.10], [-0.44, -0.24, 0.71], [0.52, 0.66, -1.44], [-0.25, -0.48, -1.01], [-0.48, -0.45, -0.64], [0.04, 0.58, 0.77], [-0.63, 0.33, 0.55], [0.18, -0.16, -0.28], [-0.17, 0.68, 0.06], [0.81, -0.48, 0.22], [0.77, 0.41, -0.25], [0.10, -0.64, 0.44], [0.11, 0.54, -0.56], [-0.71, 0.45, 0.70], [0.31, 0.00, -0.25], [-0.33, -0.31, 0.03], [-0.07, -0.09, -0.16], [-0.15, -0.23, 0.00], [-0.17, 0.17, 0.05], [0.04, -0.17, 0.05], [0.45, -0.28, 0.55], [0.29, -0.33, 0.46], [-1.19, 0.54, -1.16], [0.00, -0.08, 0.05], [0.07, 0.03, 0.07], [0.08, -0.06, 0.02], [-0.39, 0.18, -0.06]],
  "nbo_charge": [-0.94, 1.85, -0.89, -0.67, -0.10, -0.27, -0.61, -0.24, -0.32, -0.60, 0.09, 0.35, 0.29, 0.27, 0.28, 0.21, 0.40, 0.26, 0.19, 0.25, 0.16, 0.46, 0.47, -0.10, -0.12, -0.65, 2.54, -0.89, -0.93, -0.68, 0.00, 0.35, 0.19, 0.21, -0.90, 2.54, -0.77, -0.97, -0.83, 0.94, -0.64, 0.11, -0.90, 0.90, -0.53, -0.45, -0.27, -0.13, 0.45, -0.47, 0.97, -0.57, -0.49, -0.32, 0.22, 0.20, 0.15, -0.72, 0.32, -0.37, 0.25, 0.27, 0.26, 0.99]
}

{
  "formula": "C13H23BeClNP",
  "method": "the ωB97M-V functional and the def2-TZVPD basis",
  "max_force_ev_per_a": 2.93,
  "gap_ha": 0.2912,
  "total_energy_ha": -1380.1764,
  "e_lumo_ev": 0.50,
  "multiplicity": 1,
  "e_above_lowest_kj_mol": 0.0,
  "mol_weight_da": 268.77,
  "total_charge": 0,
  "species": ["C", "C", "C", "C", "C", "C", "C", "C", "N", "Be", "C", "P", "H", "H", "H", "H", "H", "H", "H", "H", "C", "C", "H", "C", "C", "H", "H", "H", "H", "H", "H", "H", "H", "H", "H", "H", "H", "H", "H", "Cl"],
  "positions_angstrom": [[1.3844, 1.0733, -4.6469], [2.2318, 1.5285, -3.6411], [1.7989, 1.5382, -2.2948], [0.5428, 1.0440, -1.9485], [-0.2415, 0.4983, -2.9670], [0.1328, 0.5319, -4.3175], [2.7316, 2.1084, -1.2537], [2.1281, 2.3619, 0.1387], [0.6928, 2.7729, 0.0829], [0.0183, 1.2263, -0.2055], [-1.5539, -0.1873, -2.7060], [-2.1903, 0.3500, -1.0912], [3.2540, 1.8783, -3.8454], [-0.5877, 0.1410, -5.0621], [1.6723, 1.1160, -5.6960], [-1.3955, -1.2777, -2.6652], [-2.2984, 0.0525, -3.4901], [3.5430, 1.3769, -1.0892], [3.2516, 3.0149, -1.6325], [2.1168, 1.4297, 0.7364], [-3.1599, -1.0439, -0.4684], [-3.3481, 1.7034, -1.5068], [2.6967, 3.1368, 0.6757], [0.4003, 3.8005, -1.0013], [0.3594, 3.4021, 1.4197], [-1.5809, 1.2896, 0.4977], [0.1396, 4.7683, -0.5234], [1.2781, 3.9679, -1.6331], [-0.4546, 3.4639, -1.6001], [0.3746, 4.5065, 1.3676], [-0.6233, 3.0815, 1.7729], [1.0824, 3.0952, 2.1833], [-4.2822, 1.3187, -1.9674], [-3.5861, 2.1867, -0.5443], [-2.8461, 2.4275, -2.1807], [-4.0025, -1.2887, -1.1216], [-2.4995, -1.9048, -0.3395], [-3.5236, -0.7322, 0.5165], [-0.8725, 1.5528, 0.8711], [0.5140, -0.5465, 0.6559]],
  "atomic_forces_ev_per_a": [[-0.35, -0.31, -0.24], [0.04, 0.02, 0.68], [0.08, -0.06, -1.19], [-0.55, 0.13, 0.56], [0.24, 0.05, -1.25], [0.37, 0.31, 0.39], [0.81, -0.08, 0.32], [0.26, -0.11, -0.31], [0.19, 2.30, 1.10], [0.57, -1.87, -2.18], [-0.54, -0.12, 0.25], [-0.09, -0.57, -1.13], [-0.52, -0.06, -0.21], [0.74, 0.32, 0.27], [0.14, 0.01, 0.23], [-0.17, 0.28, -0.06], [0.35, -0.32, 0.23], [-0.17, 0.23, -0.06], [-0.41, -0.39, 0.17], [0.31, 0.52, -0.25], [-0.50, 0.24, 0.07], [-0.57, -0.26, -0.03], [-0.02, -0.25, -0.20], [-0.25, 0.20, 0.66], [0.17, 0.13, 0.09], [2.25, 0.78, 0.81], [0.16, -0.62, -0.35], [-0.39, -0.20, 0.06], [0.39, 0.09, 0.03], [0.11, -0.60, -0.02], [0.08, 0.21, -0.16], [-0.12, -0.10, -0.25], [0.46, 0.42, 0.15], [-0.13, 0.11, -0.47], [-0.30, -0.41, 0.40], [0.03, -0.12, 0.15], [-0.05, 0.15, -0.02], [-0.14, -0.30, -0.07], [-2.56, 0.08, 1.42], [0.03, 0.18, 0.41]],
  "nbo_charge": [-0.23, -0.25, 0.05, -0.64, -0.05, -0.22, -0.48, -0.24, -0.65, 1.54, -0.73, 0.84, 0.20, 0.20, 0.21, 0.25, 0.22, 0.24, 0.21, 0.25, -0.94, -0.95, 0.20, -0.41, -0.42, 0.11, 0.19, 0.22, 0.22, 0.20, 0.21, 0.22, 0.23, 0.23, 0.25, 0.22, 0.26, 0.23, -0.20, -0.77]
}

{
  "formula": "C13H23Br12NO2PS",
  "method": "the ωB97M-V functional and the def2-TZVPD basis",
  "max_force_ev_per_a": 1.54,
  "gap_ha": [0.3028, 0.3470],
  "total_energy_ha": -32341.9801,
  "e_lumo_ev": [-0.20, -0.21],
  "multiplicity": 2,
  "mol_weight_da": 1247.22,
  "total_charge": 0,
  "species": ["C", "C", "C", "C", "C", "S", "P", "O", "C", "C", "C", "C", "N", "O", "H", "H", "H", "H", "H", "H", "H", "H", "H", "H", "H", "H", "H", "H", "H", "H", "H", "H", "H", "C", "Br", "Br", "Br", "H", "C", "Br", "Br", "Br", "H", "C", "Br", "Br", "Br", "H", "C", "Br", "Br", "Br", "H"],
  "positions_angstrom": [[0.5959, 3.0514, 0.4168], [-0.3766, 1.9229, 0.0015], [-1.7263, 2.5805, -0.3067], [-0.4390, 0.9474, 1.1793], [-1.1267, -0.4132, 0.8878], [-0.2527, -1.8211, 1.6764], [-2.7921, -0.4808, 1.6528], [-3.5984, 0.7525, 1.5038], [-1.3027, -0.6120, -0.6325], [-0.1384, -0.1228, -1.5039], [1.1324, -0.9774, -1.3289], [-0.5705, -0.2631, -2.9667], [0.2320, 1.2920, -1.1974], [0.3289, 2.0782, -2.1987], [1.6196, 2.6853, 0.3305], [0.4649, 3.8732, -0.2866], [0.3878, 3.3781, 1.4346], [-1.7159, 3.0476, -1.2908], [-2.5771, 1.9079, -0.2240], [-1.8787, 3.3720, 0.4270], [0.5941, 0.7167, 1.4533], [-0.8778, 1.4604, 2.0354], [1.0194, -1.4415, 1.5141], [-3.3846, -1.6106, 1.0510], [-2.5602, -0.8339, 2.9946], [-1.4032, -1.6836, -0.8165], [-2.2290, -0.1492, -0.9856], [0.8857, -2.0365, -1.3752], [1.6250, -0.7465, -0.3844], [1.8377, -0.7013, -2.1127], [0.2604, -0.0771, -3.6404], [-0.8890, -1.2997, -3.1049], [-1.4144, 0.3833, -3.2027], [1.2678, -5.8371, 1.0261], [1.1373, -5.1728, 2.8246], [2.1648, -4.5875, -0.1289], [2.1073, -7.5684, 0.9744], [0.2606, -5.9535, 0.6531], [3.3259, 6.3054, -1.8625], [4.7692, 5.8680, -0.6656], [2.0649, 4.8639, -2.0175], [2.5031, 7.9794, -1.3820], [3.7580, 6.4473, -2.8423], [-2.4270, 7.5692, 1.3649], [-4.0565, 6.6661, 0.8894], [-1.5374, 6.7010, 2.8321], [-1.2719, 7.7975, -0.1563], [-2.6937, 8.5578, 1.7088], [1.6680, -11.4165, 1.0946], [0.8843, -12.0029, 2.7483], [3.4849, -10.8309, 1.3436], [1.5412, -12.7626, -0.2715], [1.1013, -10.5602, 0.7569]],
  "atomic_forces_ev_per_a": [[-0.27, -0.41, -0.50], [0.34, 0.87, 0.71], [-0.15, -0.10, -0.04], [0.40, -0.55, -0.19], [0.14, 0.11, -0.26], [-0.17, -0.26, 0.19], [-0.30, 0.66, -0.01], [-0.02, -0.08, -0.07], [0.19, -0.20, 0.17], [0.50, -0.43, -0.45], [-0.15, 0.50, 0.20], [-0.13, -0.20, 0.27], [-1.52, -0.07, -0.27], [0.56, -0.03, 0.10], [0.06, 0.12, 0.17], [0.03, -0.02, 0.39], [-0.01, 0.08, -0.02], [0.14, -0.04, -0.01], [0.03, -0.02, -0.04], [-0.11, 0.00, 0.06], [0.00, 0.12, 0.08], [-0.11, 0.01, -0.04], [-0.05, 0.12, -0.09], [0.18, -0.19, 0.16], [0.09, -0.21, -0.08], [-0.07, 0.02, -0.06], [0.04, 0.17, 0.10], [0.13, -0.05, -0.02], [-0.02, -0.16, 0.05], [-0.01, -0.14, -0.06], [-0.08, 0.19, -0.05], [0.01, 0.01, -0.05], [0.09, 0.10, -0.06], [-0.05, -0.01, -0.02], [0.02, 0.01, 0.01], [0.02, -0.01, 0.01], [0.04, 0.03, 0.03], [0.00, 0.02, 0.00], [0.03, -0.02, -0.19], [-0.03, -0.01, 0.01], [0.17, 0.18, -0.16], [-0.06, -0.06, 0.03], [0.05, 0.02, 0.03], [-0.05, 0.10, -0.02], [0.04, -0.02, 0.01], [0.05, -0.05, -0.04], [0.04, -0.09, 0.05], [-0.03, 0.00, -0.01], [-0.02, 0.01, 0.00], [0.01, 0.00, -0.01], [0.01, -0.03, -0.01], [0.00, 0.00, 0.01], [0.00, 0.00, 0.00]],
  "nbo_charge": [-0.60, 0.10, -0.64, -0.44, -0.47, -0.03, 1.56, -1.08, -0.46, 0.11, -0.61, -0.61, 0.03, -0.40, 0.21, 0.23, 0.21, 0.23, 0.24, 0.22, 0.22, 0.24, 0.14, -0.09, -0.07, 0.23, 0.23, 0.22, 0.20, 0.22, 0.23, 0.21, 0.22, -0.50, 0.10, 0.09, 0.09, 0.23, -0.51, 0.08, 0.12, 0.08, 0.22, -0.50, 0.10, 0.09, 0.10, 0.22, -0.51, 0.10, 0.09, 0.10, 0.23]
}